Formula: C53H73N5O2S3SbSrTe
Source: OMol25
Level of theory: ωB97M-V/def2-TZVPD

## Properties
LUMO level ... -2.97 eV
HOMO-LUMO gap ... 5.76 eV
E_HOMO ... -8.73 eV
ΔE to the lowest compared entry with this formula, charge and spin ... 0.0 kcal per mole
Net charge ... +1
Molecular weight ... 1245.38 g mol⁻¹

```
139
C53H73N5O2S3SbSrTe | OMol25 | ωB97M-V/def2-TZVPD
Sr -0.7331 -0.1487 0.7604
S 5.2785 -0.9802 2.3049
C 6.7126 -1.4463 3.1042
C 6.6731 -1.1441 4.4304
C 5.4556 -0.5259 4.8079
C 4.5890 -0.3667 3.7611
C 3.2497 0.2237 3.7910
C 2.3337 -0.0097 2.7457
N 1.1056 0.4564 2.7046
C 0.6934 1.2499 3.7173
C 1.5235 1.5625 4.8043
C 1.0459 2.4297 5.8457
C -0.1892 2.9652 5.7901
C -1.0669 2.6717 4.6915
C -2.3524 3.2220 4.5940
C -3.1730 2.9053 3.5307
C -2.6552 1.9905 2.5903
N -1.4465 1.4759 2.6465
C -0.6377 1.8107 3.6721
C -4.5080 3.4793 3.3623
C -5.1780 4.3158 4.2166
C -6.4524 4.6922 3.7322
C -6.7300 4.1378 2.5188
S -5.4564 3.1541 1.9620
C 2.8168 1.0251 4.8262
H 7.5106 -1.9157 2.5532
H 7.4803 -1.3585 5.1137
H 5.2278 -0.2322 5.8220
H 2.6415 -0.6021 1.8943
H 1.7059 2.6468 6.6756
H -0.5441 3.6218 6.5741
H -2.6882 3.9031 5.3653
H -3.2773 1.6550 1.7647
H -4.7827 4.6508 5.1638
H -7.1345 5.3408 4.2597
H -7.6228 4.2495 1.9264
H 3.4753 1.2664 5.6509
C -0.0347 -3.3813 -0.0940
N 0.6090 -2.7502 1.0646
C 2.0548 -2.8253 0.8489
C 0.2820 -3.4851 2.2911
C -1.1479 -3.2979 2.7417
N -1.4573 -1.9158 3.1075
C -2.9018 -1.8006 3.3073
C -0.8158 -1.5721 4.3774
H 0.2585 -4.4379 -0.1772
H 0.2712 -2.8683 -1.0042
H -1.1197 -3.3208 -0.0274
H 2.3592 -3.8275 0.5150
H 2.5925 -2.6183 1.7720
H 2.3604 -2.1079 0.0857
H 0.9675 -3.1589 3.0756
H 0.4706 -4.5602 2.1446
H -1.3348 -3.9652 3.5980
H -1.8402 -3.5998 1.9536
H -3.2460 -2.4498 4.1261
H -3.4171 -2.0713 2.3892
H -3.1522 -0.7686 3.5622
H -1.1216 -2.2695 5.1717
H -1.1161 -0.5713 4.6813
H 0.2696 -1.5994 4.2991
C 1.8015 3.2748 1.4798
O 0.8625 2.6063 0.6543
C 0.0079 3.5234 -0.0072
C -0.7071 2.7915 -1.1085
O -1.6380 1.8488 -0.5755
C -2.9935 2.2217 -0.8617
H 2.3745 4.0001 0.8943
H 2.4864 2.5328 1.8829
H 1.2994 3.7966 2.3023
H 0.5921 4.3467 -0.4372
H -0.7107 3.9491 0.7069
H 0.0143 2.2384 -1.7143
H -1.2185 3.5037 -1.7588
H -3.1517 2.2465 -1.9413
H -3.2051 3.2050 -0.4314
H -3.6486 1.4714 -0.4309
N -1.0508 -2.2440 -2.8888
C -1.8115 -2.8521 -3.5000
C -2.7684 -3.6148 -4.2495
C -3.9903 -3.9384 -3.6626
C -4.9111 -4.6731 -4.3909
C -4.6161 -5.0757 -5.6859
C -3.3982 -4.7457 -6.2659
C -2.4672 -4.0127 -5.5507
H -4.2066 -3.5999 -2.6578
H -5.8638 -4.9274 -3.9466
H -5.3398 -5.6499 -6.2488
H -3.1756 -5.0585 -7.2769
H -1.5146 -3.7479 -5.9891
Te -3.3295 -1.4599 -0.4522
C -5.1060 -0.5773 0.2946
C -5.6832 -0.5136 1.5344
C -6.9706 0.0932 1.5332
C -7.3594 0.4971 0.2946
S -6.1583 0.1332 -0.8701
H -5.2295 -0.9169 2.4255
H -7.5765 0.2174 2.4194
H -8.2845 0.9740 0.0147
C 2.1405 -2.5741 -4.1588
C 3.2515 -1.6619 -3.6310
C 3.9596 -2.3852 -2.4855
C 4.2816 -1.4325 -4.7360
Sb 2.1996 0.0928 -2.7938
C 3.8337 1.3817 -2.0558
C 3.3520 2.8217 -1.8841
C 5.1188 1.3796 -2.8743
C 4.1215 0.8325 -0.6538
C 1.3236 1.0555 -4.5875
C 1.3063 2.5772 -4.4502
C 1.9813 0.7336 -5.9247
C -0.1209 0.5475 -4.6102
H 2.5801 -3.5206 -4.4913
H 1.6199 -2.1389 -5.0136
H 1.3921 -2.7957 -3.3954
H 4.3754 -3.3258 -2.8627
H 3.2782 -2.6373 -1.6731
H 4.7908 -1.8058 -2.0798
H 4.6249 -2.4120 -5.0886
H 5.1595 -0.8970 -4.3825
H 3.8879 -0.9033 -5.5968
H 3.2644 3.3502 -2.8297
H 4.0841 3.3661 -1.2754
H 2.3915 2.8695 -1.3650
H 4.9497 1.6487 -3.9186
H 5.6139 0.4095 -2.8492
H 5.8194 2.1099 -2.4533
H 3.2393 0.9248 -0.0111
H 4.9339 1.4033 -0.1889
H 4.4246 -0.2158 -0.6631
H 2.2873 3.0094 -4.6463
H 0.9741 2.9268 -3.4728
H 0.6167 2.9887 -5.1952
H 3.0255 1.0470 -5.9605
H 1.4497 1.2772 -6.7140
H 1.9258 -0.3247 -6.1745
H -0.6651 0.8009 -3.6965
H -0.1776 -0.5360 -4.7189
H -0.6498 0.9998 -5.4563
```


Formula: C53H79HfN12O3
Source: OMol25
Level of theory: ωB97M-V/def2-TZVPD

## Properties
LUMO level ... 2.15 eV
HOMO-LUMO gap ... 7.63 eV
E_HOMO ... -5.49 eV
ΔE to the lowest compared entry with this formula, charge and spin ... 0.0 kcal per mole
Net charge ... -1
Molecular weight ... 1110.79 g mol⁻¹

```
148
C53H79HfN12O3 | OMol25 | ωB97M-V/def2-TZVPD
Hf -0.5492 0.0110 0.6051
C 3.3123 -6.8383 2.5684
C 1.8331 -6.9216 2.1930
C 1.0998 -7.6820 3.3012
C 1.7149 -7.7064 0.8807
C 1.1960 -5.5495 2.0073
C 1.8836 -4.3583 2.1187
C 1.2609 -3.1284 1.9057
C 2.1819 -1.9431 1.9096
N 1.6854 -0.6203 2.3163
C 1.0835 -0.6320 3.6483
C -0.1176 0.3345 3.8352
N -0.2294 1.3923 2.8232
C 0.8723 2.3731 2.9288
C 1.4360 2.8312 1.5885
N 1.7181 1.7445 0.6584
C 2.9513 1.0430 0.9615
C 2.8796 0.2513 2.2484
C 1.7561 2.2600 -0.7088
C 2.0832 1.2528 -1.7879
C 2.8125 1.6939 -2.8851
C 3.0988 0.8537 -3.9489
C 2.6458 -0.4596 -3.8544
C 1.9221 -0.9678 -2.7809
C 1.6356 -0.0744 -1.7352
O 0.9432 -0.4521 -0.6630
C 1.4935 -2.4341 -2.8800
C 0.6810 -2.6361 -4.1632
C 0.6451 -2.9645 -1.7268
C 2.7653 -3.2959 -2.9392
C 3.8444 1.3060 -5.2045
C 4.2621 2.7741 -5.1306
C 2.9289 1.1302 -6.4218
C 5.1076 0.4591 -5.3953
C -1.4832 2.1430 3.0555
C -1.7275 3.2594 2.0766
C -2.0463 4.5194 2.5725
C -2.3294 5.5830 1.7299
C -2.3515 5.3173 0.3617
C -2.0708 4.0744 -0.1909
C -1.6764 3.0482 0.6949
O -1.1998 1.8945 0.2445
C -2.3200 3.7926 -1.6710
C -3.5094 2.8350 -1.7407
C -1.1276 3.1487 -2.3851
C -2.6909 5.0595 -2.4471
C -2.6359 6.9935 2.2271
C -4.0640 7.3771 1.8288
C -2.5125 7.1116 3.7460
C -1.6534 7.9863 1.5934
C -0.0889 -3.0644 1.5752
O -0.6553 -1.8725 1.4064
C -0.8372 -4.2713 1.4967
C -0.1609 -5.4613 1.7059
C -2.3408 -4.2855 1.2232
C -3.0396 -3.4310 2.2781
C -2.6219 -3.7544 -0.1828
C -2.9469 -5.6903 1.2920
H 3.7132 -7.8439 2.7002
H 3.4618 -6.2944 3.4991
H 3.8950 -6.3488 1.7914
H 1.5377 -8.6723 3.4352
H 0.0452 -7.8103 3.0667
H 1.1660 -7.1464 4.2475
H 2.1611 -8.6969 0.9848
H 2.2235 -7.1815 0.0733
H 0.6744 -7.8333 0.5882
H 2.9355 -4.3483 2.3661
H 2.5882 -1.8055 0.8987
H 3.0356 -2.2095 2.5617
H 1.8594 -0.4375 4.4062
H 0.7084 -1.6426 3.8352
H -0.0621 0.7848 4.8414
H -1.0589 -0.2266 3.7864
H 1.6377 1.9620 3.5760
H 0.4991 3.2650 3.4548
H 2.3416 3.4422 1.7766
H 0.7049 3.4869 1.1121
H 3.7989 1.7557 1.0300
H 3.1716 0.3712 0.1317
H 2.9255 0.8982 3.1191
H 3.7906 -0.3658 2.3132
H 2.4995 3.0779 -0.7783
H 0.7761 2.7047 -0.8822
H 3.1452 2.7231 -2.8863
H 2.8573 -1.1316 -4.6741
H -0.2396 -2.0550 -4.1313
H 0.4225 -3.6907 -4.2594
H 1.2345 -2.3487 -5.0543
H -0.2862 -2.4147 -1.6101
H 1.1810 -2.9407 -0.7868
H 0.4020 -4.0099 -1.9388
H 3.3566 -3.1007 -3.8320
H 2.4943 -4.3525 -2.9402
H 3.3982 -3.1106 -2.0707
H 3.4008 3.4302 -5.0308
H 4.7895 3.0523 -6.0437
H 4.9285 2.9606 -4.2907
H 2.0213 1.7202 -6.3081
H 2.6308 0.0919 -6.5462
H 3.4383 1.4480 -7.3330
H 5.7768 0.5681 -4.5424
H 5.6419 0.7696 -6.2943
H 4.8686 -0.5973 -5.4960
H -1.4238 2.5890 4.0634
H -2.3144 1.4302 3.0660
H -2.0498 4.6490 3.6455
H -2.6354 6.1194 -0.3049
H -3.3345 1.9644 -1.1220
H -3.6717 2.4927 -2.7613
H -4.4168 3.3257 -1.3850
H -0.9010 2.1545 -2.0011
H -0.2379 3.7759 -2.3146
H -1.3715 3.0372 -3.4414
H -3.6080 5.5193 -2.0784
H -2.8572 4.7914 -3.4910
H -1.8942 5.8034 -2.4180
H -4.7852 6.6859 2.2638
H -4.1928 7.3536 0.7479
H -4.2987 8.3841 2.1747
H -3.2304 6.4748 4.2592
H -2.7052 8.1416 4.0506
H -1.5145 6.8427 4.0889
H -1.7108 7.9695 0.5082
H -0.6276 7.7480 1.8748
H -1.8730 9.0029 1.9251
H -0.7189 -6.3805 1.6312
H -2.6146 -2.4338 2.3344
H -2.9474 -3.8970 3.2601
H -4.0999 -3.3323 2.0452
H -2.2044 -2.7645 -0.3198
H -3.6974 -3.7026 -0.3562
H -2.1847 -4.4106 -0.9376
H -2.8075 -6.1564 2.2671
H -2.5395 -6.3511 0.5269
H -4.0196 -5.6098 1.1165
N -4.1141 -0.4918 -0.6016
C -3.9503 -0.4738 0.7667
N -4.9519 -0.7101 1.6052
N -4.3794 -0.6333 2.8144
N -3.1313 -0.3686 2.7083
N -2.8076 -0.2283 1.3965
C -3.0844 -0.5471 -1.5109
N -3.2936 -0.6809 -2.8080
N -2.0537 -0.6526 -3.3330
N -1.1687 -0.5159 -2.4322
N -1.7848 -0.4525 -1.2084
H -5.0315 -0.7180 -0.9443
```


Formula: C53H97F3O29S6Sr
Source: OMol25
Level of theory: ωB97M-V/def2-TZVPD

## Properties
LUMO level ... 0.23 eV
HOMO-LUMO gap ... 6.96 eV
E_HOMO ... -6.73 eV
Molecular weight ... 1535.35 g mol⁻¹

```
189
C53H97F3O29S6Sr | OMol25 | ωB97M-V/def2-TZVPD
Sr 1.7100 1.3554 -3.2289
O 0.3774 1.3371 -1.2037
C 1.0344 1.1153 -0.0177
C 2.5602 1.2849 -0.1304
O 3.0265 0.7560 -1.2437
H 0.7400 0.0920 0.2428
H 0.6962 1.6467 0.8124
H 3.1035 0.9034 0.7058
H 2.7135 2.4009 -0.1451
F -4.7630 -4.7729 -4.2400
C -5.3763 -4.5018 -3.0437
C -6.7129 -4.2327 -2.9647
C -7.2314 -3.9293 -1.7079
C -6.4025 -3.9845 -0.5799
C -5.0828 -4.3729 -0.6794
C -4.5271 -4.5621 -1.9278
H -7.3141 -4.2974 -3.8420
H -8.2506 -3.5686 -1.5588
H -6.8977 -3.7475 0.3582
H -4.4050 -4.5598 0.2004
H -3.4784 -4.8506 -2.1505
F -7.0677 0.0146 -4.7681
C -6.0135 0.2995 -3.8866
C -5.2322 -0.7411 -3.4426
C -4.1263 -0.4104 -2.6957
C -3.8277 0.9163 -2.3197
C -4.6640 1.8842 -2.7574
C -5.7777 1.6047 -3.5712
H -5.5324 -1.7938 -3.6153
H -3.4565 -1.1760 -2.3496
H -2.9148 1.1055 -1.7963
H -4.4448 2.9224 -2.5380
H -6.3905 2.3783 -3.9885
F 4.2624 -2.5541 3.6522
C 3.6336 -2.8599 2.5079
C 3.6095 -1.9069 1.4629
C 3.0543 -2.2885 0.2244
C 2.7481 -3.5861 0.1107
C 2.7688 -4.5636 1.0988
C 3.2861 -4.1920 2.3154
H 3.9949 -0.9306 1.5342
H 3.0882 -1.5154 -0.5638
H 2.3371 -3.8453 -0.8594
H 2.3721 -5.5287 0.8034
H 3.3143 -4.8218 3.1985
C 4.5763 4.3080 -1.6305
S 5.0514 2.7342 -2.5120
O 4.1502 2.4280 -3.7105
C 6.5453 3.5053 -3.0953
H 3.7013 4.2040 -1.0407
H 4.4457 5.0070 -2.4506
H 5.3633 4.5286 -0.9337
H 7.2341 2.7836 -3.5797
H 7.0344 3.7295 -2.1544
H 6.2572 4.3403 -3.6613
C 0.6564 4.7644 -1.1408
S 0.0333 4.5668 -2.8484
O 1.0717 3.7378 -3.5186
C -1.3400 3.3714 -2.5919
H 0.1369 5.6422 -0.6332
H 1.7040 4.9092 -1.2587
H 0.5056 3.7926 -0.6236
H -0.8440 2.5217 -2.0290
H -1.8844 3.2520 -3.5199
H -2.0678 3.7477 -1.9400
C 4.2037 -2.9616 -3.2485
S 3.8825 -1.6877 -4.4361
O 2.6203 -0.8998 -4.1490
C 5.1090 -0.5491 -3.9672
H 3.8804 -2.6351 -2.2518
H 5.3054 -3.1002 -3.2532
H 3.8391 -3.8933 -3.5989
H 4.9085 -0.2517 -2.9202
H 5.1317 0.3025 -4.6430
H 6.0530 -1.0047 -3.8232
C 5.5576 4.9542 2.6281
S 5.4538 3.4606 1.6640
O 6.6111 3.4230 0.6786
C 5.8850 2.2832 2.9980
H 5.1698 5.7977 2.0076
H 6.6349 5.0189 2.8482
H 4.8481 4.8347 3.4369
H 6.8146 2.6237 3.4352
H 5.9666 1.2410 2.6567
H 5.0845 2.2151 3.6923
C -3.6128 3.1327 2.2084
S -2.9677 3.1649 0.5836
O -1.9985 4.3410 0.4900
C -1.9902 1.7178 0.7822
H -2.8236 3.1308 2.9368
H -4.1945 2.2191 2.3857
H -4.2531 3.9568 2.3387
H -1.3123 1.5149 -0.1408
H -2.6494 0.8098 0.9582
H -1.4295 1.8669 1.6595
C 1.4130 -3.1359 5.7158
S 0.5475 -2.4025 7.0797
O -0.4867 -3.4650 7.5503
C 1.8769 -2.3641 8.2646
H 1.5761 -4.1889 5.8423
H 2.3335 -2.5146 5.6025
H 0.7393 -2.9900 4.8179
H 2.0140 -3.3772 8.6002
H 1.4272 -1.8000 9.0753
H 2.7089 -1.8353 7.8375
C -2.0695 -4.9733 4.7615
O -1.7367 -3.7765 4.1226
C -1.7631 -3.8160 2.8288
O -2.0041 -4.7995 2.1241
O -1.1111 -2.6972 2.4729
C -1.2371 -2.3212 1.0740
H -1.7528 -4.8420 5.7696
H -1.5176 -5.8200 4.2744
H -3.1392 -5.2465 4.6880
H -0.1878 -2.2680 0.7429
H -1.6940 -1.3546 1.1215
H -1.7738 -2.9995 0.4434
C 3.4662 2.6515 -6.6546
O 2.3128 3.3807 -7.1086
C 1.1636 2.9720 -6.5300
O 1.0134 2.0614 -5.7809
O 0.1609 3.7307 -6.9275
C -1.1018 3.4373 -6.2642
H 3.4254 2.3278 -5.6198
H 4.2946 3.3213 -6.7531
H 3.5183 1.7317 -7.2632
H -1.7892 4.0529 -6.7910
H -1.0986 3.6468 -5.2081
H -1.3508 2.3941 -6.5009
C -6.6856 0.0923 -0.5170
O -7.8401 0.2657 0.2797
C -7.9246 1.5208 0.8088
O -7.2051 2.4703 0.5462
O -8.9505 1.4808 1.6702
C -9.3333 2.7757 2.0457
H -5.7547 0.1683 0.1039
H -6.6886 0.7724 -1.3195
H -6.6668 -0.9151 -0.9092
H -8.5088 3.4022 2.2880
H -9.9841 2.5991 2.8436
H -9.9340 3.1536 1.2518
C 6.1808 0.2837 -0.6934
O 6.5906 -0.8587 0.0577
C 6.8174 -1.9842 -0.6200
O 6.6769 -2.0872 -1.8332
O 7.0884 -2.9492 0.2369
C 7.2295 -4.2639 -0.2896
H 6.7428 0.2480 -1.6703
H 6.2254 1.1099 0.0050
H 5.1004 0.2447 -0.9650
H 6.4941 -4.8326 0.2502
H 8.1683 -4.7078 0.0560
H 7.1278 -4.2937 -1.3642
C 1.0361 -0.4897 3.5342
O 1.7913 -0.2366 4.7110
C 1.3351 0.7054 5.5256
O 0.3552 1.3614 5.3761
O 2.2699 0.8751 6.4833
C 1.8371 1.6452 7.5675
H 0.5508 -1.4326 3.6398
H 1.7544 -0.7473 2.7294
H 0.2275 0.2298 3.2847
H 2.6611 2.0788 8.0899
H 1.1599 1.0428 8.2545
H 1.1250 2.4301 7.2257
C -2.9084 1.0344 5.0019
O -2.8418 0.3645 3.6778
C -3.9509 -0.1064 3.1275
O -3.9180 -0.7495 2.1017
O -5.0510 0.2460 3.7839
C -6.1434 -0.5525 3.2713
H -3.2069 0.3715 5.7404
H -3.5327 1.9257 5.0475
H -1.8445 1.2942 5.0974
H -6.4218 -0.4046 2.2506
H -6.9944 -0.2690 3.9068
H -5.9419 -1.6461 3.3598
C -0.2413 -2.0577 -2.2804
O -1.1500 -2.2429 -3.3550
C -0.9636 -1.3085 -4.3111
O -0.4398 -0.2389 -4.1765
O -1.4195 -1.7586 -5.4648
C -1.1916 -0.8293 -6.5818
H 0.7765 -2.2781 -2.5479
H -0.6393 -2.7500 -1.5235
H -0.3050 -0.9877 -2.0141
H -1.9648 -0.0412 -6.5552
H -1.3573 -1.3833 -7.4915
H -0.1954 -0.3327 -6.6521
```